{
  "formula": "C31H36N3O2",
  "method": "ωB97M-V/def2-TZVPD",
  "symbols": ["C", "C", "C", "N", "N", "N", "C", "C", "C", "C", "C", "C", "C", "C", "C", "C", "C", "C", "H", "H", "H", "H", "H", "H", "H", "H", "H", "H", "H", "H", "H", "H", "H", "H", "H", "H", "H", "H", "H", "C", "O", "C", "C", "C", "C", "C", "C", "C", "C", "C", "O", "C", "C", "C", "C", "C", "C", "H", "H", "H", "H", "H", "H", "H", "H", "H", "H", "H", "H", "H", "H", "H"],
  "coordinates": [[4.62431, 0.11112, -0.43041], [3.51016, 0.74588, -1.25701], [4.05782, 1.86546, -2.13045], [2.48826, 1.33475, -0.37082], [2.82771, 2.49154, 0.18322], [1.95054, 2.70340, 1.15548], [2.03910, 4.06765, 1.78285], [1.67723, 5.07817, 0.71656], [3.45424, 4.24738, 2.27521], [1.06961, 1.67860, 1.26496], [0.11501, 1.65443, 2.35876], [0.55946, 1.70299, 3.70356], [-0.35854, 1.77554, 4.74520], [-1.73312, 1.82497, 4.45492], [-2.18837, 1.74944, 3.12944], [-1.27147, 1.63177, 2.08750], [1.40198, 0.74904, 0.26987], [0.86222, -0.55989, -0.04192], [5.43630, -0.23034, -1.08737], [5.05713, 0.84914, 0.26238], [4.25283, -0.74620, 0.14731], [2.97218, 0.01378, -1.85943], [4.87576, 1.46130, -2.74673], [3.27838, 2.26343, -2.79658], [4.44976, 2.68415, -1.51178], [1.33268, 4.10489, 2.61311], [1.78272, 6.10335, 1.08092], [2.34115, 4.95999, -0.14760], [0.64204, 4.95156, 0.39011], [3.63117, 5.26982, 2.62110], [3.67500, 3.58998, 3.11992], [4.16359, 4.04313, 1.46563], [1.63270, 1.66427, 3.90476], [-0.01576, 1.79180, 5.78195], [-2.45868, 1.89198, 5.27378], [-3.26306, 1.77906, 2.90655], [-1.58101, 1.55792, 1.03988], [0.31461, -1.01050, 0.80212], [1.49503, -1.08009, -0.77969], [-3.37857, -7.69186, 0.50816], [-2.07753, -7.17390, 0.91383], [-1.78664, -5.85934, 0.72952], [-0.44955, -5.44859, 0.92221], [-0.05168, -4.17187, 0.59111], [-0.94496, -3.24590, -0.01805], [-0.37899, -2.06891, -0.78893], [-1.28512, -1.30593, -1.67914], [-1.18464, 0.09714, -1.81272], [-2.02068, 0.75740, -2.69721], [-2.93187, 0.00355, -3.47107], [-3.64950, 0.76354, -4.32988], [-3.21177, 2.17137, -4.14413], [-2.12366, 2.20111, -3.05901], [-3.02283, -1.39200, -3.38630], [-2.18185, -2.03048, -2.50659], [-2.32101, -3.60819, 0.01698], [-2.74861, -4.89110, 0.33949], [-3.37606, -8.75250, 0.76450], [-4.19319, -7.18973, 1.04821], [-3.52874, -7.58051, -0.57559], [0.26747, -6.20080, 1.26440], [0.98876, -3.88575, 0.74505], [0.42149, -2.51023, -1.42276], [-0.49775, 0.69749, -1.21143], [-2.84153, 2.52231, -5.11850], [-4.10762, 2.74144, -3.85788], [-2.44186, 2.82901, -2.21225], [-1.17550, 2.58047, -3.46653], [-3.75821, -1.92648, -3.98559], [-2.21745, -3.11101, -2.39402], [-3.09589, -2.90477, -0.30437], [-3.79513, -5.17960, 0.22123]],
  "atomic_forces_ev_per_a": [[0.0, -0.3, 0.3], [0.1, 0.3, -0.3], [0.1, 0.0, -0.5], [-0.5, 0.4, 1.4], [-1.1, -0.2, 0.6], [1.2, -0.4, -1.4], [0.0, -0.2, 0.0], [-0.2, 0.3, -0.4], [0.6, 0.1, 0.3], [0.3, 0.1, -0.1], [-1.3, -0.2, 1.0], [-0.1, 0.0, -0.7], [-0.5, 0.0, -0.2], [0.1, -0.1, -0.1], [0.0, -0.1, 0.2], [0.7, 0.1, 0.0], [-0.5, 0.5, -0.6], [0.6, -1.5, 0.4], [-0.3, 0.0, 0.1], [-0.2, -0.2, -0.2], [0.1, 0.2, -0.1], [0.2, 0.0, 0.0], [-0.3, 0.2, 0.2], [0.3, -0.1, 0.2], [-0.1, -0.3, -0.3], [0.0, -0.3, -0.1], [0.0, -0.2, 0.1], [-0.1, 0.1, 0.2], [0.1, 0.0, 0.0], [-0.2, -0.1, -0.1], [0.0, -0.1, -0.1], [-0.1, 0.1, 0.2], [-0.3, 0.0, 0.0], [-0.1, 0.0, -0.4], [0.3, 0.0, -0.4], [0.5, 0.0, 0.2], [-0.1, 0.1, 0.4], [1.6, -0.1, 0.3], [0.3, 0.0, 1.6], [0.4, 0.5, 0.1], [-0.3, 0.3, -0.2], [-0.7, 0.3, -0.4], [-0.3, -0.6, 0.2], [-0.2, 0.3, -0.7], [0.1, 0.3, 1.1], [-1.1, -0.7, -1.9], [-0.4, 0.5, -0.5], [-0.8, -0.2, -0.2], [-0.4, -1.5, -0.4], [0.7, 0.3, 0.3], [0.3, 0.7, 0.3], [-0.6, -0.3, -0.5], [-0.1, 0.3, -0.1], [-0.4, 0.9, -0.4], [0.5, 0.3, 0.9], [0.1, 0.5, -0.3], [0.8, -0.6, 0.1], [0.1, 0.2, 0.0], [0.3, -0.1, -0.1], [0.1, 0.1, 0.3], [-0.2, 0.4, 0.0], [-0.1, -0.1, -0.2], [0.1, 0.7, 0.9], [-0.3, -0.5, -0.2], [-0.2, -0.1, 0.3], [0.3, -0.2, -0.2], [0.2, -0.2, -0.2], [-0.3, 0.0, 0.2], [0.3, 0.1, 0.1], [0.0, 0.2, -0.2], [0.5, -0.2, 0.1], [0.4, 0.3, 0.1]],
  "lowdin_charge": [-0.03, -0.35, -0.05, -0.01, 0.16, 0.01, -0.33, -0.04, -0.05, -0.10, -0.17, -0.03, -0.06, -0.06, -0.06, -0.01, -0.15, 0.00, 0.09, 0.09, 0.08, 0.14, 0.09, 0.09, 0.08, 0.14, 0.09, 0.08, 0.09, 0.09, 0.08, 0.08, 0.12, 0.11, 0.11, 0.12, 0.11, 0.10, 0.08, -0.04, -0.08, -0.25, 0.00, -0.03, -0.19, -0.04, -0.21, 0.02, -0.16, -0.23, -0.01, -0.10, -0.10, 0.02, -0.04, -0.03, 0.00, 0.09, 0.09, 0.10, 0.13, 0.12, 0.14, 0.09, 0.13, 0.13, 0.12, 0.12, 0.13, 0.12, 0.12, 0.11],
  "homo_energy_ev": -10.049,
  "homo_lumo_gap_ha": 0.2498,
  "de_lowest_ev": 4.431,
  "total_charge": 1,
  "energy_ha": -1517.239019
}